Density functional theory data (ωB97M-V/def2-TZVPD) for a structure of composition C18H22F3IN7O3OsS in a non-equilibrium geometry.

## Properties
- HOMO-LUMO gap (spin up / spin down): 5.01 / 5.26 eV
- E_LUMO (spin up / spin down): -6.36 / -6.09 eV
- Charge: +1

Element x y z (Å)
Os -1.184 1.312 -0.102
C 1.054 -0.223 -4.131
N 0.330 -1.408 -3.771
C 0.718 -2.688 -4.034
C -0.215 -3.518 -3.495
N -1.167 -2.734 -2.919
C -0.840 -1.440 -3.097
S -1.762 -0.083 -2.673
H 2.068 -0.502 -4.408
H 1.077 0.455 -3.277
H 0.575 0.283 -4.970
H 1.618 -2.900 -4.574
H -0.275 -4.587 -3.495
H -1.986 -3.067 -2.372
C 0.936 -1.401 3.350
C 0.499 -2.175 2.095
C -0.818 -2.924 2.354
C 1.597 -3.145 1.640
C 0.229 -1.198 1.082
N -0.035 -0.407 0.286
H 1.161 -2.107 4.145
H 0.135 -0.751 3.692
H 1.824 -0.804 3.152
H -0.660 -3.652 3.146
H -1.151 -3.443 1.459
H -1.594 -2.232 2.669
H 1.774 -3.873 2.428
H 2.526 -2.615 1.449
H 1.300 -3.682 0.742
N -2.659 0.281 0.432
C -3.533 -0.498 0.401
C -4.354 -1.559 0.202
C -3.716 -2.554 -0.538
N -3.113 -3.312 -1.163
C -5.696 -1.683 0.587
N -6.797 -1.830 0.868
F 0.745 3.498 4.139
C 0.658 2.186 3.925
F -0.020 1.640 4.929
F 1.905 1.689 3.973
C 0.010 1.882 2.536
O -1.072 1.290 2.523
O 0.666 2.238 1.551
I -2.688 3.328 -0.627
C 3.095 4.511 -1.118
N 1.797 3.923 -0.866
C 0.760 4.739 -0.270
C 1.571 2.678 -1.205
O 0.496 2.056 -1.130
H 3.212 5.413 -0.522
H 3.191 4.778 -2.173
H 3.892 3.815 -0.858
H 1.171 5.695 0.042
H 0.353 4.231 0.607
H -0.049 4.914 -0.980
H 2.439 2.159 -1.639

Density functional theory data (ωB97M-V/def2-TZVPD) for the molecule C18H22N4O5 in a non-equilibrium geometry.

## Properties
- SMILES: COCCOc1nc2c(c(=O)n(C)c(=O)n2C)n1Cc1cccc(OC)c1
- HOMO-LUMO gap: 8.73 eV
- E_LUMO: 0.56 eV
- Relative energy (zero: lowest compared OMol25 entry of this formula, charge and spin): 39.1 kcal per mole
- Charge: 0

Element x y z (Å)
C 3.692 1.785 -0.479
O 3.481 3.170 -0.343
C 2.150 3.528 -0.073
C 1.696 3.213 1.359
O 1.375 1.841 1.574
C 0.202 1.438 1.092
N -0.621 2.149 0.343
C -1.677 1.324 0.133
C -1.489 0.107 0.762
C -2.469 -0.932 0.741
O -2.422 -2.006 1.307
N -3.574 -0.555 -0.038
C -4.654 -1.519 -0.171
C -3.784 0.647 -0.694
O -4.796 0.849 -1.330
N -2.793 1.604 -0.586
C -2.952 2.891 -1.224
N -0.255 0.204 1.388
C 0.413 -0.839 2.126
C 0.743 -2.015 1.238
C 0.394 -3.298 1.619
C 0.689 -4.366 0.786
C 1.320 -4.158 -0.421
C 1.673 -2.866 -0.815
O 2.286 -2.766 -2.028
C 2.661 -1.495 -2.493
C 1.386 -1.797 0.024
H 3.520 1.251 0.461
H 4.732 1.663 -0.778
H 3.039 1.368 -1.256
H 1.458 3.048 -0.778
H 2.109 4.610 -0.213
H 0.821 3.824 1.596
H 2.509 3.423 2.058
H -5.574 -1.105 0.241
H -4.816 -1.748 -1.224
H -4.362 -2.413 0.374
H -3.927 2.901 -1.708
H -2.889 3.682 -0.477
H -2.163 3.039 -1.961
H 1.321 -0.402 2.551
H -0.246 -1.170 2.933
H -0.121 -3.463 2.551
H 0.415 -5.368 1.080
H 1.550 -4.975 -1.086
H 3.100 -1.658 -3.476
H 3.406 -1.030 -1.838
H 1.796 -0.830 -2.593
H 1.649 -0.786 -0.253

Density functional theory data (ωB97M-V/def2-TZVPD) for a structure of composition C18H22N4OS in a non-equilibrium geometry.

## Properties
- HOMO-LUMO gap: 8.21 eV
- E_LUMO: 0.36 eV
- Relative energy (zero: lowest compared OMol25 entry of this formula, charge and spin): 391.2 kcal per mole
- Charge: 0

Element x y z (Å)
O -1.959 -2.859 -0.014
C -1.322 -1.855 -0.474
N -1.939 -0.548 -0.644
N -3.334 -0.476 -0.356
C -3.862 0.545 -0.600
C -5.317 0.882 -0.103
C -6.023 2.038 -0.068
C -7.307 2.078 0.005
C -7.683 0.812 0.383
S -6.273 -0.353 0.366
H -8.649 0.629 0.812
H -8.078 2.981 0.025
H -5.443 2.901 -0.657
H -3.271 1.673 -0.739
H -1.516 0.131 -1.033
C -0.074 -1.798 -0.750
N 0.589 -0.620 -0.523
C 1.742 -0.197 -1.218
C 3.118 -0.763 -0.808
N 3.180 -0.597 0.796
C 1.946 -0.962 1.315
C 0.633 -0.142 1.011
H -0.145 -0.459 1.445
H 0.793 0.892 1.179
H 2.128 -0.532 2.217
H 1.929 -2.017 1.330
C 3.800 0.466 0.991
C 5.237 0.897 0.440
C 6.004 -0.348 0.820
C 7.418 -0.290 0.314
C 7.830 0.971 -0.511
C 6.914 1.881 -0.827
C 5.673 1.882 -0.218
H 4.941 2.534 -0.454
H 7.245 2.708 -1.247
H 8.877 1.111 -0.786
H 8.089 -1.064 0.259
H 5.731 -1.155 1.519
H 3.188 1.547 0.622
H 3.697 0.865 2.180
H 3.990 -0.625 -1.117
H 2.758 -1.877 -0.652
H 1.542 -0.432 -2.324
H 1.878 0.798 -1.196
H 0.412 -2.546 -0.470
H 0.197 -1.985 -1.970

Density functional theory data (ωB97M-V/def2-TZVPD) for a structure of composition C18H22N5O4Os in a non-equilibrium geometry.

## Properties
- HOMO-LUMO gap (spin up / spin down): 5.48 / 5.67 eV
- E_LUMO (spin up / spin down): -12.65 / -12.53 eV
- Charge: +3

Element x y z (Å)
Os -0.219 0.615 -0.090
C -0.744 3.153 1.368
C 0.364 2.567 2.158
N 0.275 1.080 2.037
C 1.551 0.398 2.406
C 2.369 0.095 1.205
C 3.570 -0.573 1.264
C 4.261 -0.800 0.082
C 3.752 -0.290 -1.108
C 2.549 0.374 -1.078
C 1.961 1.034 -2.267
N 0.499 1.337 -2.098
C 0.195 2.796 -2.208
C 0.317 3.444 -0.872
N -0.617 2.682 -0.023
N 1.846 0.524 0.052
H -0.752 4.242 1.427
H -1.702 2.798 1.752
H 0.267 2.886 3.197
H 1.348 2.878 1.810
H -0.476 0.734 2.632
H 1.331 -0.524 2.945
H 2.128 1.031 3.082
H 3.955 -0.920 2.215
H 5.187 -1.360 0.087
H 4.288 -0.404 -2.041
H 2.121 0.412 -3.146
H 2.493 1.970 -2.445
H -0.033 0.830 -2.802
H -0.822 2.905 -2.590
H 0.864 3.275 -2.922
H 0.040 4.497 -0.929
H 1.328 3.382 -0.467
H -1.541 2.814 -0.442
O -2.272 0.495 -0.245
C -3.011 -0.515 -0.244
C -2.573 -1.885 -0.181
C -3.534 -2.868 -0.168
C -3.139 -4.211 -0.109
C -1.811 -4.609 -0.107
C -0.828 -3.642 -0.119
C -1.176 -2.260 -0.137
O -0.213 -1.395 -0.117
N -4.202 -5.243 -0.039
O -3.830 -6.386 -0.014
O -5.335 -4.826 -0.005
H -4.087 -0.332 -0.296
H -4.592 -2.634 -0.200
H -1.572 -5.665 -0.092
H 0.221 -3.904 -0.112

Density functional theory data (ωB97M-V/def2-TZVPD) for the molecule C18H22N8O3.

## Properties
- SMILES: C[C@@](CO)(CNC(=O)c1cn2cnnc2cn1)NC(=O)Cc1cncn1C1CC1
- HOMO-LUMO gap: 8.77 eV
- E_LUMO: -0.24 eV
- Relative energy (zero: lowest compared OMol25 entry of this formula, charge and spin): 6.7 kcal per mole
- Charge: 0

Element x y z (Å)
C 0.417 1.422 0.066
C 0.363 -0.084 -0.174
C -0.275 -0.777 1.057
O 0.098 -0.258 2.301
C -0.564 -0.472 -1.347
N -0.013 -0.521 -2.696
C 0.867 0.308 -3.296
O 1.285 1.364 -2.846
C 1.311 -0.180 -4.644
C 2.077 0.638 -5.393
N 2.545 0.147 -6.582
C 3.335 0.638 -7.577
N 3.498 -0.271 -8.503
N 2.823 -1.392 -8.142
C 2.258 -1.139 -6.984
C 1.430 -1.925 -6.132
N 0.969 -1.461 -5.018
N 1.682 -0.654 -0.473
C 2.726 -0.755 0.365
O 2.696 -0.473 1.557
C 3.991 -1.350 -0.251
C 4.195 -1.110 -1.707
C 3.974 -1.896 -2.806
N 4.343 -1.240 -3.955
C 4.774 -0.072 -3.553
N 4.697 0.073 -2.205
C 5.119 1.208 -1.434
C 4.779 2.578 -1.934
C 4.079 2.026 -0.728
H -0.564 1.766 0.396
H 1.123 1.646 0.864
H 0.697 1.951 -0.840
H -1.359 -0.644 0.983
H -0.067 -1.854 0.981
H 1.071 -0.256 2.324
H -0.951 -1.476 -1.163
H -1.415 0.213 -1.319
H -0.187 -1.364 -3.226
H 2.347 1.637 -5.090
H 3.747 1.632 -7.580
H 1.174 -2.934 -6.431
H 1.874 -0.884 -1.437
H 4.825 -0.977 0.343
H 3.940 -2.427 -0.077
H 3.589 -2.903 -2.825
H 5.162 0.713 -4.182
H 6.075 1.072 -0.945
H 5.522 3.351 -1.804
H 4.195 2.649 -2.841
H 3.048 1.732 -0.868
H 4.326 2.411 0.250

Please write out number 3 again, unchanged.
Density functional theory data (ωB97M-V/def2-TZVPD) for a structure of composition C18H22N4OS in a non-equilibrium geometry.

## Properties
- HOMO-LUMO gap: 8.21 eV
- E_LUMO: 0.36 eV
- Relative energy (zero: lowest compared OMol25 entry of this formula, charge and spin): 391.2 kcal per mole
- Charge: 0

Element x y z (Å)
O -1.959 -2.859 -0.014
C -1.322 -1.855 -0.474
N -1.939 -0.548 -0.644
N -3.334 -0.476 -0.356
C -3.862 0.545 -0.600
C -5.317 0.882 -0.103
C -6.023 2.038 -0.068
C -7.307 2.078 0.005
C -7.683 0.812 0.383
S -6.273 -0.353 0.366
H -8.649 0.629 0.812
H -8.078 2.981 0.025
H -5.443 2.901 -0.657
H -3.271 1.673 -0.739
H -1.516 0.131 -1.033
C -0.074 -1.798 -0.750
N 0.589 -0.620 -0.523
C 1.742 -0.197 -1.218
C 3.118 -0.763 -0.808
N 3.180 -0.597 0.796
C 1.946 -0.962 1.315
C 0.633 -0.142 1.011
H -0.145 -0.459 1.445
H 0.793 0.892 1.179
H 2.128 -0.532 2.217
H 1.929 -2.017 1.330
C 3.800 0.466 0.991
C 5.237 0.897 0.440
C 6.004 -0.348 0.820
C 7.418 -0.290 0.314
C 7.830 0.971 -0.511
C 6.914 1.881 -0.827
C 5.673 1.882 -0.218
H 4.941 2.534 -0.454
H 7.245 2.708 -1.247
H 8.877 1.111 -0.786
H 8.089 -1.064 0.259
H 5.731 -1.155 1.519
H 3.188 1.547 0.622
H 3.697 0.865 2.180
H 3.990 -0.625 -1.117
H 2.758 -1.877 -0.652
H 1.542 -0.432 -2.324
H 1.878 0.798 -1.196
H 0.412 -2.546 -0.470
H 0.197 -1.985 -1.970

Q: Look up the charge of the second one.
A: 0

What did the fifth record say?
Density functional theory data (ωB97M-V/def2-TZVPD) for the molecule C18H22N8O3.

## Properties
- SMILES: C[C@@](CO)(CNC(=O)c1cn2cnnc2cn1)NC(=O)Cc1cncn1C1CC1
- HOMO-LUMO gap: 8.77 eV
- E_LUMO: -0.24 eV
- Relative energy (zero: lowest compared OMol25 entry of this formula, charge and spin): 6.7 kcal per mole
- Charge: 0

Element x y z (Å)
C 0.417 1.422 0.066
C 0.363 -0.084 -0.174
C -0.275 -0.777 1.057
O 0.098 -0.258 2.301
C -0.564 -0.472 -1.347
N -0.013 -0.521 -2.696
C 0.867 0.308 -3.296
O 1.285 1.364 -2.846
C 1.311 -0.180 -4.644
C 2.077 0.638 -5.393
N 2.545 0.147 -6.582
C 3.335 0.638 -7.577
N 3.498 -0.271 -8.503
N 2.823 -1.392 -8.142
C 2.258 -1.139 -6.984
C 1.430 -1.925 -6.132
N 0.969 -1.461 -5.018
N 1.682 -0.654 -0.473
C 2.726 -0.755 0.365
O 2.696 -0.473 1.557
C 3.991 -1.350 -0.251
C 4.195 -1.110 -1.707
C 3.974 -1.896 -2.806
N 4.343 -1.240 -3.955
C 4.774 -0.072 -3.553
N 4.697 0.073 -2.205
C 5.119 1.208 -1.434
C 4.779 2.578 -1.934
C 4.079 2.026 -0.728
H -0.564 1.766 0.396
H 1.123 1.646 0.864
H 0.697 1.951 -0.840
H -1.359 -0.644 0.983
H -0.067 -1.854 0.981
H 1.071 -0.256 2.324
H -0.951 -1.476 -1.163
H -1.415 0.213 -1.319
H -0.187 -1.364 -3.226
H 2.347 1.637 -5.090
H 3.747 1.632 -7.580
H 1.174 -2.934 -6.431
H 1.874 -0.884 -1.437
H 4.825 -0.977 0.343
H 3.940 -2.427 -0.077
H 3.589 -2.903 -2.825
H 5.162 0.713 -4.182
H 6.075 1.072 -0.945
H 5.522 3.351 -1.804
H 4.195 2.649 -2.841
H 3.048 1.732 -0.868
H 4.326 2.411 0.250

Q: Which value of charge does entry 2 give?
A: 0